(1)
Below is a cluster of 2 separate species, C8H6Si in total, with properties calculated with the ωB97M-V functional and the def2-TZVPD basis.

Cartesian coordinates (Å):
C -1.2211 -2.7272 1.4938
C -1.0137 -1.5487 1.3601
C -0.6398 -0.2366 1.3671
C -0.5500 0.8850 1.7573
C -0.1907 2.1967 1.8456
C 0.1797 3.3399 1.6852
H -1.2486 -3.7631 1.3024
H 0.2608 4.3295 2.0958
C -0.8628 0.8984 -1.7254
C 0.1077 0.2401 -1.4042
Si 1.4061 -1.0434 -1.9174
H -1.6721 1.4667 -1.8576
H 1.4302 -2.5854 -2.0680
H 2.2426 -0.9782 -0.7324
H 1.7717 -0.4738 -3.2023

The molar mass is 130.22 Da. Its energy relative to the best compared isomer or geometry (same formula, charge and spin) is 1.765 eV. Its strongest force on any atom is 3.86 eV/A. Its HOMO-LUMO gap is 9.07 eV. The calculation puts the LUMO energy at -0.125 eV. Its net charge is 0. The spin multiplicity is 1.

(2)
Below is a structure of composition C8H7AsF21N2O12S5Zr, with properties calculated with the ωB97M-V functional and the def2-TZVPD basis.

Cartesian coordinates (Å):
Zr -18.8248 2.8110 9.9400
C -18.6589 1.7914 5.6838
C -18.3387 3.0810 6.4222
C -19.0333 4.2067 5.7390
O -18.6711 2.9371 7.7473
H -17.9237 0.9874 5.7161
H -18.6930 1.9183 4.6018
H -19.5696 1.3661 6.1054
H -17.2697 3.2518 6.2948
H -20.1150 4.1112 5.8338
H -18.7633 4.2189 4.6830
H -18.8491 5.1592 6.2360
As -15.0083 3.9662 9.4828
F -14.6600 2.2772 9.1836
F -14.7438 3.7170 11.2761
F -15.6571 5.5881 9.7844
F -15.3465 4.3024 7.7345
F -16.7014 3.4400 9.8208
F -13.2765 4.4456 9.2017
C -22.2479 1.2552 12.3112
F -21.4480 0.2022 12.0867
F -23.5336 0.8162 12.6543
F -21.8030 2.0110 13.2935
S -22.2446 2.2795 10.6712
O -23.5003 1.9854 10.0130
O -22.1001 3.6786 11.1447
N -20.7158 1.8940 9.8395
S -21.2792 0.6969 8.9505
O -20.0383 0.1922 8.3507
O -22.1774 -0.2956 9.5469
C -22.3293 1.4771 7.4496
F -22.2736 2.8048 7.4383
F -21.8038 1.0565 6.3446
F -23.6016 1.1093 7.6120
C -18.5273 6.9474 9.1025
F -18.0019 6.1042 8.2353
F -17.5375 7.3787 9.9213
F -19.0779 8.0035 8.4894
S -19.8407 5.9163 10.1312
O -20.7504 6.7650 10.8491
O -20.3431 4.8470 9.2470
N -18.9291 4.6549 10.9327
S -18.2967 5.5235 12.1832
O -16.9549 5.0121 12.4967
O -18.4068 7.0067 12.2336
C -19.3246 4.9894 13.7564
F -18.9130 5.7088 14.8050
F -20.6305 5.2151 13.4850
F -19.2111 3.6725 13.9677
C -16.2993 0.5541 12.6658
F -15.9717 1.6587 13.2693
F -15.3110 0.1903 11.8287
F -16.4024 -0.4112 13.5599
S -17.9440 0.7386 11.7468
O -17.7009 1.0977 10.3394
O -18.7526 -0.4360 11.8102
O -18.6303 2.0295 11.9279

The molar mass is 1048.58 Da. Its energy relative to the best compared isomer or geometry (same formula, charge and spin) is 4.808 eV. Its strongest force on any atom is 6.73 eV/A. Its HOMO-LUMO gap is 8.35 eV. The calculation puts the LUMO energy at 1.042 eV. Its net charge is -1. The spin multiplicity is 1.

(3)
Below is a structure of composition C8H7BINO2S, with properties calculated with the ωB97M-V functional and the def2-TZVPD basis.

Cartesian coordinates (Å):
B -1.4759 -1.9372 -1.9191
C 1.4627 0.6238 -1.0556
C 2.1139 1.5386 -0.1819
C 0.3230 1.2483 1.3606
C -0.3061 -1.0134 -1.4697
C 0.2685 -0.0599 -0.7094
C 1.5662 1.8263 1.0372
C -0.3256 0.3137 0.5616
C -1.4678 -1.8952 1.3918
N 2.1373 2.7089 1.8800
O -2.5348 -1.3540 -2.4018
O -1.2698 -3.2217 -1.4977
S -1.8392 -0.2826 1.1673
I -3.1140 -3.1151 2.0742
H 2.0781 0.6259 -1.9449
H 3.0559 2.0127 -0.4620
H -0.2022 1.5155 2.3439
H 2.8871 3.2103 1.4362
H 1.8439 3.0758 2.8538
H -3.2202 -1.9264 -2.8585
H -1.9811 -3.8943 -1.6062

The molar mass is 318.93 Da. Its energy relative to the best compared isomer or geometry (same formula, charge and spin) is 0.000 eV. Its strongest force on any atom is 5.44 eV/A. Its HOMO-LUMO gap (spin up / spin down) is 5.98 / 5.98 eV. The calculation puts the LUMO energy (spin up / spin down) at -0.666 / -0.666 eV. Its net charge is 0. The spin multiplicity is 1.

(4)
Below is a structure of composition C8H7Br2NO3, with properties calculated with the ωB97M-V functional and the def2-TZVPD basis.

Cartesian coordinates (Å):
C -2.7201 0.7793 -1.3698
C -2.5355 1.2602 -0.0826
C -2.1159 -0.4027 -1.7712
C -1.7345 0.5653 0.8022
C -1.3400 -1.1188 -0.8804
C -1.1370 -0.6341 0.4113
C -0.2781 -1.3600 1.3486
C 2.6583 0.2026 -0.3626
N 3.5888 0.1884 0.5373
O 4.3115 -0.7534 0.8345
O 3.7858 1.3903 1.1964
O 0.1629 -0.9153 2.3801
Br 1.6275 1.7179 -0.6713
Br 2.3280 -1.3803 -1.2794
H -3.3398 1.3253 -2.0662
H -3.0139 2.1754 0.2290
H -2.2532 -0.7657 -2.7778
H -1.5630 0.9285 1.8043
H -0.8711 -2.0441 -1.1828
H -0.0153 -2.3854 1.0156
H 4.4546 1.2266 1.8849

The molar mass is 324.96 Da. Its energy relative to the best compared isomer or geometry (same formula, charge and spin) is 0.000 eV. Its strongest force on any atom is 0.83 eV/A. Its HOMO-LUMO gap is 8.99 eV. The calculation puts the LUMO energy at 0.075 eV. Its net charge is 0. The spin multiplicity is 1.

(5)
Below is an isolated molecule of C8H7Br2NS, with properties calculated with the ωB97M-V functional and the def2-TZVPD basis.

Cartesian coordinates (Å):
C 1.6288 1.3092 1.5134
C 0.4558 0.5717 1.5596
S -1.1259 1.4104 1.7668
C -1.8843 -0.0689 1.7246
C -1.2048 -1.1736 1.6174
C 0.2583 -0.9277 1.3963
N 0.8004 -1.3259 0.1814
C 0.4857 -0.9511 -0.9237
C 0.0898 -0.5842 -2.0880
Br -1.1652 -1.7589 -2.9296
C 0.5419 0.5818 -2.8634
Br -1.0980 1.8067 -2.7988
H 1.5392 2.3521 1.5156
H 2.6059 0.8206 1.1755
H -3.0313 -0.0528 1.7844
H -1.6230 -2.2109 1.5959
H 0.8138 -1.3748 2.1671
H 0.6888 0.2537 -3.9701
H 1.2239 1.3227 -2.4243

The molar mass is 309.03 Da. Its energy relative to the best compared isomer or geometry (same formula, charge and spin) is 1.969 eV. Its strongest force on any atom is 4.92 eV/A. Its HOMO-LUMO gap is 8.32 eV. The calculation puts the LUMO energy at 0.042 eV. Its net charge is 0. The spin multiplicity is 1.

(6)
Below is an isolated molecule of C8H7ClN2O3, with properties calculated with the ωB97M-V functional and the def2-TZVPD basis.

Cartesian coordinates (Å):
O -0.7644 -0.4670 2.6850
C -0.6674 0.1960 1.6787
N -0.9583 1.5539 1.6767
C -1.1940 2.2381 2.8461
Cl -0.3579 3.7790 2.9931
N -2.9408 2.7095 2.8771
O -3.2831 3.3372 3.8230
O -3.5351 2.3346 1.9168
C -0.2056 -0.3294 0.3739
C -0.4822 -1.6532 0.0469
C -0.0132 -2.1884 -1.1393
C 0.7549 -1.4138 -1.9936
C 1.0502 -0.1011 -1.6634
C 0.5700 0.4443 -0.4870
H -0.9589 2.0647 0.8076
H -1.0751 1.6144 3.7319
H -1.0667 -2.2485 0.7310
H -0.2380 -3.2138 -1.3936
H 1.1315 -1.8346 -2.9145
H 1.6629 0.4999 -2.3190
H 0.8355 1.4595 -0.2271

The molar mass is 214.61 Da. Its energy relative to the best compared isomer or geometry (same formula, charge and spin) is 0.000 eV. Its strongest force on any atom is 3.77 eV/A. Its HOMO-LUMO gap is 10.13 eV. The calculation puts the LUMO energy at 0.119 eV. Its net charge is 0. The spin multiplicity is 1.

(7)
Below is an isolated molecule of C8H7N3, with properties calculated with the ωB97M-V functional and the def2-TZVPD basis.

Cartesian coordinates (Å):
C -3.0715 -0.2833 0.0504
C -2.4628 1.0527 -0.2117
C -1.0637 1.0080 -0.2403
C -0.3831 -0.1800 -0.0065
C 1.0930 -0.2480 -0.0043
N 1.8344 -1.2634 -0.3191
C 3.2178 -0.8312 -0.2865
C 3.1893 0.4826 0.2240
N 1.8714 0.8029 0.2949
N -1.0170 -1.3074 0.1904
C -2.3684 -1.3409 0.1825
H -4.3448 -0.0999 -0.0839
H -2.8239 2.0237 -0.3013
H -0.4727 1.7594 -0.6098
H 4.1064 -1.7542 -0.4431
H 4.0425 1.1021 0.5706
H 1.5667 1.6056 0.5739
H -2.9136 -2.5290 0.4197

The molar mass is 145.16 Da. Its energy relative to the best compared isomer or geometry (same formula, charge and spin) is 3.664 eV. Its strongest force on any atom is 11.75 eV/A. Its HOMO-LUMO gap is 9.16 eV. The calculation puts the LUMO energy at 0.492 eV. Its net charge is 0. The spin multiplicity is 1.

(8)
Below is an isolated molecule of C8H7N3, with properties calculated with the ωB97M-V functional and the def2-TZVPD basis.

Cartesian coordinates (Å):
C 3.0759 -0.1349 -0.1258
C 2.5222 1.0648 0.2878
C 1.1305 1.1918 0.2057
C 0.4048 0.1072 -0.2027
C -1.1444 0.1946 -0.0672
N -1.9088 1.1049 -0.7038
C -3.2274 0.5763 -0.4197
C -3.1003 -0.6166 0.2888
N -1.8349 -0.8155 0.4504
N 0.8372 -1.0280 -0.4569
C 2.1983 -1.1395 -0.4758
H 4.1176 -0.1927 0.0705
H 3.0051 1.8696 0.6224
H 0.5764 2.2689 0.4767
H -4.0469 0.8991 -0.8007
H -3.9236 -1.3700 0.5270
H -1.3908 -1.7366 1.1154
H 2.7093 -2.2434 -0.7921

The molar mass is 145.16 Da. Its energy relative to the best compared isomer or geometry (same formula, charge and spin) is 3.005 eV. Its strongest force on any atom is 8.14 eV/A. Its HOMO-LUMO gap is 9.10 eV. The calculation puts the LUMO energy at 0.679 eV. Its net charge is 0. The spin multiplicity is 1.